1.
A 2-piece molecular cluster, C30H28F2N3O2 overall at a distorted geometry, computed with ωB97M-V/def2-TZVPD.

ORCA input file:
```
! RIJCOSX wB97M-V def2-TZVPD def2/J DEFGRID3
* xyz 1 1
C 5.020 4.370 -0.959
C 3.622 3.835 -0.973
C 2.526 4.399 -0.296
F 2.806 5.357 0.655
C 1.241 3.868 -0.414
C 1.037 2.730 -1.215
C -0.355 2.112 -1.310
C -1.687 2.821 -1.570
C -1.870 4.214 -1.577
C -3.162 4.727 -1.419
F -3.321 6.087 -1.378
C -4.325 3.970 -1.282
C -5.606 4.515 -0.786
C -4.142 2.608 -1.564
C -2.865 2.041 -1.595
C 2.169 2.039 -1.676
C 3.420 2.625 -1.636
H 5.678 3.596 -1.390
H 5.111 5.259 -1.600
H 5.435 4.626 0.022
H 0.435 4.246 0.213
H -0.283 1.208 -1.940
H -1.019 4.887 -1.695
H -6.404 3.813 -0.996
H -5.630 4.704 0.291
H -5.838 5.447 -1.284
H -5.017 1.982 -1.722
H -2.760 0.959 -1.655
H 2.094 1.014 -2.026
H 4.298 2.121 -2.067
C -0.465 -1.319 2.669
N -0.844 -2.282 1.638
C -0.001 -2.951 0.796
H -0.482 1.869 -0.260
C 1.465 -2.881 0.872
C 2.181 -3.887 1.575
C 3.568 -3.887 1.558
C 4.240 -2.792 0.976
N 5.659 -2.861 1.142
O 6.436 -2.003 0.687
O 6.061 -3.874 1.792
C 3.534 -1.730 0.321
C 2.144 -1.776 0.297
N -0.773 -3.579 -0.136
C -0.301 -4.140 -1.390
C -2.121 -3.531 0.273
C -2.171 -2.709 1.413
C -3.119 -2.941 2.424
C -3.715 -4.222 2.422
C -3.696 -5.019 1.256
C -3.047 -4.568 0.091
H -1.149 -1.446 3.514
H 0.579 -1.439 2.986
H -0.580 -0.271 2.339
H 1.620 -4.661 2.122
H 4.148 -4.707 2.017
H 4.097 -0.909 -0.134
H 1.530 -0.993 -0.162
H -0.926 -4.994 -1.642
H -0.405 -3.422 -2.224
H 0.752 -4.443 -1.330
H -3.282 -2.173 3.200
H -4.176 -4.605 3.346
H -4.189 -6.003 1.283
H -3.178 -5.033 -0.888
*
```

Properties
lowest unoccupied orbital energy	-4.1	eV
frontier orbital gap	0.23704	Ha
max |F|	4.222	eV/A
HOMO energy	-10.566	eV

Here is what Löwdin gives for the atomic charges, in e: number 1, C, carries -0.039; number 2, C, carries -0.210; number 3, C, carries -0.183; number 4, F, carries 0.049; number 5, C, carries 0.030; number 6, C, carries -0.209; number 7, C, carries -0.103; number 8, C, carries -0.202; number 9, C, carries 0.041; number 10, C, carries -0.200; number 11, F, carries 0.052; number 12, C, carries -0.218; number 13, C, carries -0.035; number 14, C, carries -0.033; number 15, C, carries -0.059; number 16, C, carries -0.063; number 17, C, carries -0.050; number 18, H, carries 0.079; number 19, H, carries 0.094; number 20, H, carries 0.087; number 21, H, carries 0.131; number 22, H, carries 0.117; number 23, H, carries 0.124; number 24, H, carries 0.078; number 25, H, carries 0.096; number 26, H, carries 0.082; number 27, H, carries 0.114; number 28, H, carries 0.102; number 29, H, carries 0.098; number 30, H, carries 0.120; number 31, C, carries 0.031; number 32, N, carries 0.018; number 33, C, carries -0.110; number 34, H, carries 0.114; number 35, C, carries -0.158; number 36, C, carries 0.016; number 37, C, carries 0.029; number 38, C, carries -0.114; number 39, N, carries -0.301; number 40, O, carries 0.103; number 41, O, carries 0.047; number 42, C, carries 0.052; number 43, C, carries 0.004; number 44, N, carries 0.013; number 45, C, carries 0.028; number 46, C, carries -0.133; number 47, C, carries -0.127; number 48, C, carries 0.010; number 49, C, carries -0.038; number 50, C, carries -0.039; number 51, C, carries 0.009; number 52, H, carries 0.094; number 53, H, carries 0.108; number 54, H, carries 0.111; number 55, H, carries 0.137; number 56, H, carries 0.140; number 57, H, carries 0.129; number 58, H, carries 0.123; number 59, H, carries 0.094; number 60, H, carries 0.117; number 61, H, carries 0.109; number 62, H, carries 0.124; number 63, H, carries 0.125; number 64, H, carries 0.125; number 65, H, carries 0.120

***

2.
C30H28F3N6O3SSe2Ti as an isolated structure, computed with ωB97M-V/def2-TZVPD.

ORCA input file:
```
! RIJCOSX wB97M-V def2-TZVPD def2/J DEFGRID3
* xyz 1 3
Ti 0.575 0.099 0.209
C 0.590 0.643 -2.903
C 1.887 -0.150 -3.025
C 1.936 -1.469 -2.292
C 2.575 -2.557 -2.873
C 2.667 -3.750 -2.180
C 2.096 -3.841 -0.921
C 1.446 -2.733 -0.417
N 1.377 -1.565 -1.076
N 0.452 1.418 -1.650
C -0.895 2.022 -1.606
C -1.203 2.550 -0.229
C -2.064 3.611 -0.015
C -2.319 4.010 1.289
C -1.701 3.344 2.335
C -0.862 2.284 2.042
N -0.620 1.896 0.785
C 1.476 2.482 -1.551
C 2.718 2.066 -0.807
C 3.938 2.685 -1.026
C 5.028 2.307 -0.259
C 4.868 1.321 0.700
C 3.619 0.748 0.856
N 2.565 1.112 0.116
H -0.264 -0.034 -2.951
H 0.523 1.335 -3.753
H 2.745 0.455 -2.715
H 2.046 -0.357 -4.084
H 3.004 -2.457 -3.861
H 3.175 -4.598 -2.620
H 2.135 -4.751 -0.339
H 0.969 -2.772 0.558
H -1.619 1.238 -1.848
H -1.000 2.819 -2.354
H -2.523 4.115 -0.855
H -2.990 4.836 1.484
H -1.872 3.626 3.364
H -0.381 1.707 2.823
H 1.040 3.320 -1.001
H 1.736 2.858 -2.547
H 4.028 3.451 -1.786
H 5.991 2.776 -0.411
H 5.691 0.997 1.320
H 3.436 -0.026 1.592
Se -1.790 -1.344 0.374
Se -3.640 -0.025 -0.251
C -3.925 0.571 1.555
C -5.027 1.371 1.845
C -5.199 1.763 3.159
C -4.286 1.345 4.119
C -3.221 0.558 3.721
N -3.038 0.186 2.450
C -1.818 -2.361 -1.274
C -1.820 -3.744 -1.169
C -1.805 -4.486 -2.341
C -1.815 -3.820 -3.555
C -1.831 -2.434 -3.546
N -1.816 -1.707 -2.428
H -5.728 1.661 1.073
H -6.046 2.378 3.434
H -4.402 1.619 5.159
H -2.475 0.203 4.421
H -1.843 -4.219 -0.198
H -1.802 -5.568 -2.302
H -1.820 -4.357 -4.493
H -1.852 -1.878 -4.476
F 2.478 -0.786 4.862
C 2.103 -1.802 4.090
F 3.076 -2.034 3.195
F 1.948 -2.887 4.837
S 0.530 -1.404 3.216
O 0.075 -2.660 2.689
O -0.282 -0.710 4.169
O 1.053 -0.501 2.146
*
```

Properties
relative energy (zero: lowest compared OMol25 entry of this formula, charge and spin)	0.0	kJ/mol
lowest unoccupied orbital energy (spin up / spin down)	-2.6 / -2.6	eV
expectation value of S²	2.0051
frontier orbital gap (spin up / spin down)	0.24420 / 0.28904	Ha
max |F|	0.175	eV/A
HOMO energy (spin up / spin down)	-9.197 / -10.479	eV

Here is what Löwdin gives for the atomic charges, in e: number 1, Ti, carries 0.689; number 2, C, carries -0.157; number 3, C, carries -0.086; number 4, C, carries -0.244; number 5, C, carries -0.003; number 6, C, carries -0.030; number 7, C, carries -0.025; number 8, C, carries -0.111; number 9, N, carries 0.032; number 10, N, carries -0.225; number 11, C, carries -0.136; number 12, C, carries -0.295; number 13, C, carries -0.003; number 14, C, carries -0.031; number 15, C, carries -0.036; number 16, C, carries -0.092; number 17, N, carries 0.030; number 18, C, carries -0.097; number 19, C, carries -0.260; number 20, C, carries -0.005; number 21, C, carries -0.033; number 22, C, carries -0.028; number 23, C, carries -0.077; number 24, N, carries 0.040; number 25, H, carries 0.096; number 26, H, carries 0.134; number 27, H, carries 0.120; number 28, H, carries 0.126; number 29, H, carries 0.121; number 30, H, carries 0.119; number 31, H, carries 0.120; number 32, H, carries 0.086; number 33, H, carries 0.082; number 34, H, carries 0.143; number 35, H, carries 0.125; number 36, H, carries 0.119; number 37, H, carries 0.119; number 38, H, carries 0.115; number 39, H, carries 0.140; number 40, H, carries 0.141; number 41, H, carries 0.124; number 42, H, carries 0.119; number 43, H, carries 0.117; number 44, H, carries 0.104; number 45, Se, carries 0.813; number 46, Se, carries 0.795; number 47, C, carries -0.670; number 48, C, carries -0.104; number 49, C, carries -0.059; number 50, C, carries -0.051; number 51, C, carries -0.122; number 52, N, carries -0.012; number 53, C, carries -0.642; number 54, C, carries -0.090; number 55, C, carries -0.045; number 56, C, carries -0.048; number 57, C, carries -0.127; number 58, N, carries 0.027; number 59, H, carries 0.106; number 60, H, carries 0.114; number 61, H, carries 0.109; number 62, H, carries 0.100; number 63, H, carries 0.113; number 64, H, carries 0.117; number 65, H, carries 0.110; number 66, H, carries 0.114; number 67, F, carries 0.148; number 68, C, carries -0.666; number 69, F, carries 0.119; number 70, F, carries 0.158; number 71, S, carries 0.516; number 72, O, carries -0.305; number 73, O, carries -0.261; number 74, O, carries -0.446